Entry 1:
{
  "formula": "C28H61F6NO11P4",
  "method": "the ωB97M-V functional and the def2-TZVPD basis",
  "e_lumo_ev": 0.37,
  "smiles": "CC(=O)OCCCCCC[PH](CCCC(F)(F)C(F)(F)F)(C[C@H](C)F)P(N)O.CCOP(=O)(OCC)OCC.CCOP(=O)(OCC)OCC",
  "homo_lumo_gap_ha": 0.2735,
  "e_homo_ev": -7.0747,
  "species": ["C", "C", "O", "O", "C", "C", "C", "C", "C", "C", "P", "C", "C", "C", "C", "F", "F", "C", "F", "F", "F", "C", "C", "C", "F", "P", "N", "O", "H", "H", "H", "H", "H", "H", "H", "H", "H", "H", "H", "H", "H", "H", "H", "H", "H", "H", "H", "H", "H", "H", "H", "H", "H", "H", "H", "H", "H", "H", "H", "C", "C", "O", "P", "O", "O", "C", "C", "O", "C", "C", "H", "H", "H", "H", "H", "H", "H", "H", "H", "H", "H", "H", "H", "H", "H", "C", "C", "O", "P", "O", "O", "C", "C", "O", "C", "C", "H", "H", "H", "H", "H", "H", "H", "H", "H", "H", "H", "H", "H", "H", "H"],
  "positions_angstrom": [[-0.8489, 6.7876, 1.3434], [-1.7413, 7.4099, 0.3003], [-1.7982, 8.5965, 0.1177], [-2.5102, 6.5319, -0.4290], [-3.8654, 6.4319, 0.0692], [-4.6695, 5.5703, -0.9042], [-5.3739, 4.3488, -0.2623], [-4.9375, 3.0177, -0.9223], [-4.8781, 1.8855, 0.1127], [-4.1140, 0.6423, -0.3320], [-2.2497, 0.6627, -0.4302], [-1.1250, 1.8020, -1.3534], [-1.7684, 2.5507, -2.5493], [-1.0361, 2.3778, -3.8829], [0.4021, 2.8496, -3.9362], [1.2715, 1.9501, -3.4340], [0.7326, 2.9896, -5.2506], [0.7002, 4.2273, -3.3072], [-0.0722, 5.1613, -3.8593], [1.9695, 4.5553, -3.5774], [0.5681, 4.2331, -1.9829], [-2.2318, -0.6098, -1.9150], [-1.1483, -1.6730, -1.7317], [-1.5632, -2.8296, -0.8393], [0.0684, -1.1137, -1.3202], [-1.8717, 1.9331, 1.4767], [-2.3980, 3.5588, 1.2638], [-2.8949, 1.2814, 2.6506], [-1.4602, 6.5463, 2.2170], [-0.0914, 7.5099, 1.6318], [-0.3855, 5.8703, 0.9807], [-3.8240, 5.9898, 1.0707], [-4.2837, 7.4345, 0.1782], [-5.4272, 6.2207, -1.3459], [-4.0037, 5.2871, -1.7207], [-5.0921, 4.3404, 0.7923], [-6.4519, 4.4893, -0.3311], [-5.7144, 2.7570, -1.6434], [-3.9741, 3.2148, -1.3859], [-5.9183, 1.5691, 0.2549], [-4.5806, 2.2917, 1.0772], [-4.3890, -0.1932, 0.3220], [-4.5048, 0.3492, -1.3106], [-1.5702, -0.3377, 0.3064], [-0.2725, 1.2346, -1.7272], [-0.6907, 2.5410, -0.6789], [-2.7805, 2.1744, -2.7133], [-1.8730, 3.6150, -2.3290], [-1.0426, 1.3399, -4.2186], [-1.5619, 2.9680, -4.6357], [-3.1621, -1.1822, -1.9727], [-2.1058, -0.1354, -2.8915], [-0.9719, -2.1073, -2.7222], [-0.7017, -3.4832, -0.7012], [-2.2862, -3.4182, -1.4062], [-1.9767, -2.5160, 0.1179], [-2.5584, 3.8345, 0.3034], [-1.7728, 4.2022, 1.7248], [-3.0500, 0.3655, 2.3829], [3.1867, -1.6838, -2.5492], [2.7836, -3.1098, -2.2464], [3.6345, -4.0804, -2.8660], [4.9631, -4.6017, -2.1362], [4.7785, -4.6324, -0.6809], [4.9837, -6.1337, -2.6393], [4.9733, -7.2159, -1.7077], [3.5603, -7.6824, -1.4104], [6.1278, -4.1470, -3.0931], [6.0929, -3.1299, -4.0999], [6.6709, -1.8185, -3.6048], [4.1543, -1.4482, -2.1031], [2.4485, -0.9989, -2.1331], [3.2593, -1.5077, -3.6239], [2.7408, -3.2699, -1.1676], [1.7828, -3.2967, -2.6387], [5.4896, -6.9349, -0.7908], [5.5462, -8.0227, -2.1665], [2.8898, -6.8363, -1.2604], [3.5405, -8.3096, -0.5183], [3.1646, -8.2641, -2.2447], [5.0931, -3.0099, -4.5126], [6.7159, -3.5137, -4.9080], [6.2668, -1.5504, -2.6295], [6.4618, -1.0159, -4.3121], [7.7522, -1.8985, -3.4901], [1.1872, -1.1166, 7.3125], [1.8689, -2.0710, 6.3547], [0.9805, -2.5714, 5.3522], [0.7499, -1.7840, 3.9729], [1.9751, -1.0909, 3.5635], [0.5501, -3.0233, 2.9596], [1.4023, -3.1866, 1.8199], [2.5980, -4.0687, 2.1257], [-0.7797, -1.4091, 4.0146], [-1.6509, -1.3331, 5.1505], [-1.8030, 0.0967, 5.6342], [0.8821, -0.2040, 6.7983], [1.8688, -0.8373, 8.1164], [0.2983, -1.5696, 7.7539], [2.7379, -1.5959, 5.8975], [2.2284, -2.9452, 6.8986], [1.7223, -2.2149, 1.4438], [0.7888, -3.6462, 1.0447], [3.0390, -3.8130, 3.0890], [3.3604, -3.9697, 1.3507], [2.2980, -5.1172, 2.1758], [-1.3501, -2.0160, 5.9433], [-2.6150, -1.6941, 4.7897], [-0.8361, 0.5914, 5.7212], [-2.3127, 0.1370, 6.5975], [-2.3876, 0.6643, 4.9113]],
  "forces_ev_per_angstrom": [[0.0, -0.1, -0.2], [0.1, 0.7, 0.0], [-0.1, -0.6, 0.0], [0.1, -0.1, 0.4], [0.1, 0.0, 0.1], [-0.6, 0.4, 0.2], [0.6, 0.2, -0.3], [-0.6, 0.4, 1.0], [-0.5, 0.2, -0.1], [-0.5, 0.3, -0.3], [0.0, -0.3, -0.4], [0.3, 0.7, -0.4], [-0.2, -0.5, 0.0], [-0.1, 0.4, 0.3], [-0.4, 0.0, -0.5], [0.1, -0.1, 0.5], [0.1, 0.0, -0.2], [0.9, 0.0, -0.4], [-0.4, 0.0, 0.3], [0.0, 0.0, 0.1], [-0.3, 0.0, 0.1], [0.1, -0.2, 0.3], [-0.7, -0.4, -0.9], [0.4, 0.1, -0.3], [0.0, 0.0, 0.2], [1.3, 0.1, 0.7], [-0.3, -0.4, 0.0], [-0.3, 0.1, -0.5], [0.0, 0.0, 0.0], [0.0, 0.0, 0.1], [0.0, 0.0, 0.0], [-0.1, -0.1, -0.1], [0.1, 0.0, -0.2], [0.1, -0.1, -0.2], [0.0, -0.1, 0.0], [-0.2, -0.2, 0.0], [0.0, -0.1, 0.1], [0.5, 0.0, -0.5], [0.0, -0.3, -0.2], [0.1, -0.1, 0.1], [0.4, -0.2, 0.0], [0.3, -0.1, 0.0], [0.2, 0.0, 0.0], [-0.1, 0.2, 0.4], [-0.2, -0.4, 0.2], [-0.1, -0.1, 0.1], [0.0, 0.1, -0.1], [0.0, 0.0, 0.1], [0.1, 0.0, 0.1], [0.0, 0.0, 0.0], [-0.1, 0.1, 0.0], [0.0, 0.1, 0.1], [0.4, 0.0, 0.1], [0.0, 0.0, 0.3], [-0.2, 0.1, 0.2], [0.0, -0.1, 0.0], [-0.1, 0.2, 0.1], [0.0, 0.1, -0.2], [-0.2, -0.1, 0.2], [0.2, 0.0, 0.0], [-0.6, 0.2, 0.1], [0.5, 0.5, 0.0], [-2.1, -3.1, -1.3], [1.3, 1.5, 0.2], [0.3, 0.2, 0.0], [-0.1, -0.2, 0.2], [-0.1, -0.1, -0.2], [0.3, 0.8, 0.9], [0.3, 0.4, -0.3], [0.2, -0.1, 0.2], [0.0, 0.0, 0.0], [0.0, 0.0, 0.0], [-0.1, 0.0, 0.0], [0.1, -0.1, 0.0], [0.1, -0.1, -0.1], [-0.1, 0.2, 0.0], [0.0, 0.1, -0.1], [0.1, 0.1, 0.2], [0.0, 0.0, 0.0], [0.0, 0.0, 0.0], [-0.2, -0.1, 0.3], [0.0, -0.1, 0.0], [-0.1, 0.1, -0.1], [0.0, 0.0, 0.0], [0.0, 0.0, 0.0], [-0.2, 0.1, -0.1], [0.4, -0.1, 0.4], [-0.4, 0.6, 0.1], [0.8, -3.8, -0.7], [-0.8, 1.7, 0.4], [-0.3, 0.3, -0.1], [0.3, -0.1, -0.1], [-0.1, -0.2, 0.0], [0.3, 1.1, 0.1], [-0.4, 0.3, 0.3], [-0.1, 0.1, -0.2], [0.0, 0.0, 0.0], [0.0, 0.0, 0.0], [0.0, 0.0, 0.0], [-0.1, 0.0, -0.2], [-0.1, -0.1, -0.1], [0.0, 0.1, 0.1], [-0.1, 0.0, 0.1], [0.0, 0.2, -0.1], [0.0, 0.0, 0.0], [0.0, 0.0, 0.0], [0.4, 0.0, -0.1], [0.0, 0.0, -0.1], [0.0, -0.1, 0.1], [0.0, -0.1, 0.0], [0.1, 0.1, 0.0]],
  "lowdin_charge": [0.0150, -0.5177, 0.1328, -0.0605, -0.1739, -0.1523, -0.1850, -0.1996, -0.2690, -0.3126, 0.7397, -0.3289, -0.2207, -0.0731, -0.4538, 0.1309, 0.1097, -0.5603, 0.1833, 0.1715, 0.1760, -0.2531, -0.4500, -0.0429, -0.0584, 0.7231, -0.1877, -0.3934, 0.0920, 0.0889, 0.0778, 0.1110, 0.1263, 0.1098, 0.1059, 0.0913, 0.1087, 0.1177, 0.0624, 0.1178, 0.0666, 0.0912, 0.0776, 0.0160, 0.0778, 0.0381, 0.0947, 0.1015, 0.1293, 0.1368, 0.0776, 0.0669, 0.1318, 0.0679, 0.0868, 0.0742, 0.0115, -0.0093, 0.0134, -0.0608, -0.2615, -0.1811, 0.4342, -0.2210, -0.1910, -0.2811, -0.0719, -0.1586, -0.2518, -0.0697, 0.0665, 0.0650, 0.0823, 0.1007, 0.1144, 0.1043, 0.1152, 0.0716, 0.0763, 0.0728, 0.1059, 0.1228, 0.0642, 0.0831, 0.0781, -0.0722, -0.2690, -0.1868, 0.4302, -0.2194, -0.1921, -0.2829, -0.0588, -0.1760, -0.2486, -0.0674, 0.0627, 0.0808, 0.0785, 0.1109, 0.1188, 0.1047, 0.0947, 0.0762, 0.0553, 0.0772, 0.1049, 0.1199, 0.0682, 0.0831, 0.0492]
}

***

Entry 2:
{
  "formula": "C28H61FO8",
  "method": "the ωB97M-V functional and the def2-TZVPD basis",
  "e_lumo_ev": 0.73,
  "smiles": "C=CCCO[C@H](CCCCCCC)COCCCF.COCCOC.COCCOC.COCCOC",
  "homo_lumo_gap_ha": 0.3422,
  "e_homo_ev": -8.5808,
  "species": ["C", "C", "C", "C", "O", "C", "C", "C", "C", "C", "C", "C", "C", "C", "O", "C", "C", "C", "F", "H", "H", "H", "H", "H", "H", "H", "H", "H", "H", "H", "H", "H", "H", "H", "H", "H", "H", "H", "H", "H", "H", "H", "H", "H", "H", "H", "H", "H", "H", "H", "C", "O", "C", "C", "O", "C", "H", "H", "H", "H", "H", "H", "H", "H", "H", "H", "C", "O", "C", "C", "O", "C", "H", "H", "H", "H", "H", "H", "H", "H", "H", "H", "C", "O", "C", "C", "O", "C", "H", "H", "H", "H", "H", "H", "H", "H", "H", "H"],
  "positions_angstrom": [[1.8329, -1.9750, 3.5685], [1.4440, -0.6970, 3.3834], [0.1483, -0.3073, 2.7175], [0.4193, -0.4939, 1.2085], [-0.2906, 0.3595, 0.3384], [-1.7250, 0.2884, 0.3306], [-2.2781, 1.4234, 1.2205], [-3.5090, 1.1604, 2.0935], [-4.8350, 1.3964, 1.3687], [-6.0652, 1.1881, 2.2484], [-6.2845, -0.2737, 2.7076], [-6.2177, -0.4681, 4.2369], [-4.8390, -0.9185, 4.7532], [-2.2663, -1.1114, 0.5825], [-3.5388, -1.2188, -0.0195], [-3.9951, -2.5543, -0.1214], [-4.3023, -3.2295, 1.2273], [-5.7662, -3.6065, 1.4421], [-5.9042, -4.9991, 1.4734], [2.8062, -2.3136, 3.2256], [1.2131, -2.6869, 4.1087], [2.0827, 0.1276, 3.7027], [-0.0782, 0.7333, 2.9448], [-0.6325, -0.9867, 3.0731], [0.3422, -1.5538, 0.9429], [1.4690, -0.2400, 1.0463], [-2.0120, 0.5209, -0.6962], [-1.4668, 1.8044, 1.8377], [-2.5524, 2.2579, 0.5682], [-3.4762, 0.1924, 2.5993], [-3.4869, 1.9017, 2.9008], [-4.8989, 0.8322, 0.4360], [-4.8235, 2.4554, 1.0844], [-6.9310, 1.5063, 1.6616], [-6.0214, 1.8779, 3.0968], [-5.4968, -0.8714, 2.2433], [-7.2661, -0.5905, 2.3576], [-6.4731, 0.4679, 4.7360], [-6.9507, -1.2261, 4.5173], [-4.2239, -0.0718, 5.0572], [-4.9582, -1.5608, 5.6271], [-4.2997, -1.4996, 4.0030], [-1.5920, -1.8452, 0.1191], [-2.3054, -1.3641, 1.6472], [-3.2880, -3.1445, -0.7180], [-4.9146, -2.4947, -0.7063], [-4.0325, -2.5234, 2.0144], [-3.6922, -4.1215, 1.3707], [-6.1158, -3.2584, 2.4149], [-6.4137, -3.2226, 0.6523], [3.2775, 4.5820, 4.6428], [3.2450, 4.6049, 3.2285], [2.7809, 3.3973, 2.6501], [1.3359, 3.4939, 2.2141], [0.4542, 3.6414, 3.3166], [0.0137, 4.9709, 3.5202], [3.4247, 5.6063, 4.9813], [2.3437, 4.1989, 5.0623], [4.1107, 3.9689, 5.0035], [2.9072, 2.5624, 3.3484], [3.4000, 3.1982, 1.7698], [1.0589, 2.5623, 1.7065], [1.2103, 4.3169, 1.5033], [-0.7253, 5.2562, 2.7633], [0.8455, 5.6790, 3.4933], [-0.4561, 5.0115, 4.5017], [5.7884, 1.4279, -1.5995], [4.8833, 0.5737, -0.9260], [3.5872, 1.1266, -0.7722], [2.6072, 0.5871, -1.7918], [2.9468, 0.9915, -3.1074], [3.6044, -0.0117, -3.8593], [6.6623, 0.8339, -1.8619], [5.3510, 1.8404, -2.5118], [6.1046, 2.2511, -0.9489], [3.6246, 2.2199, -0.8357], [3.2395, 0.8576, 0.2309], [1.6143, 0.9880, -1.5672], [2.5527, -0.5052, -1.7247], [2.8952, -0.7862, -4.1732], [4.4147, -0.4759, -3.2908], [4.0218, 0.4546, -4.7489], [3.0899, -0.9586, -7.4871], [4.1024, -1.5526, -6.6956], [3.8016, -2.8803, -6.2989], [4.5269, -3.9033, -7.1453], [4.0832, -3.8893, -8.4908], [4.9512, -3.1983, -9.3692], [3.5063, -0.0509, -7.9211], [2.7656, -1.6225, -8.2918], [2.2239, -0.6886, -6.8720], [2.7217, -3.0581, -6.3369], [4.1262, -2.9920, -5.2592], [4.3208, -4.9002, -6.7438], [5.6073, -3.7329, -7.0932], [5.8532, -3.7870, -9.5687], [5.2411, -2.2244, -8.9669], [4.4157, -3.0505, -10.3055]],
  "forces_ev_per_angstrom": [[0.1, 0.1, 0.1], [-0.3, 0.0, 0.3], [0.1, -0.3, 1.3], [0.3, 0.4, 0.2], [-0.2, -0.4, -0.1], [-0.1, 0.4, 0.0], [-0.4, 0.1, 0.1], [-0.1, 0.3, 0.1], [0.1, 0.4, 0.1], [-0.1, -0.1, -0.4], [0.2, 0.8, 0.4], [0.4, -0.3, -0.3], [-0.3, 0.0, 0.2], [0.3, -0.3, -0.1], [0.0, 0.1, 0.2], [-0.3, -0.2, -0.2], [-0.1, 0.3, -0.1], [0.2, -0.3, 0.3], [0.0, 0.0, -0.2], [0.6, 0.3, 1.4], [-0.7, -0.5, -1.4], [0.7, 0.0, -1.5], [-0.3, 0.0, -0.1], [-0.3, 0.2, -0.1], [-0.2, 0.0, 0.1], [0.0, 0.1, -0.1], [0.1, -0.1, -0.1], [0.1, -0.1, 0.0], [0.2, 0.0, 0.0], [0.0, -0.1, -0.2], [0.1, -0.1, 0.1], [0.0, -0.2, 0.1], [0.0, 0.0, -0.2], [0.0, 0.0, 0.1], [0.1, -0.1, 0.1], [-0.3, -0.2, -0.1], [0.1, -0.2, -0.1], [-0.3, -0.1, 0.0], [-0.1, 0.1, 0.1], [0.1, 0.0, -0.1], [0.1, 0.1, 0.0], [0.0, 0.0, 0.0], [0.0, 0.1, -0.1], [0.0, 0.1, 0.0], [0.1, 0.0, 0.1], [0.0, 0.1, 0.0], [0.1, -0.1, 0.0], [-0.1, 0.0, 0.1], [-0.1, 0.1, -0.1], [0.0, 0.0, 0.0], [0.0, 0.0, 0.0], [-0.1, 0.0, 0.1], [0.1, 0.1, -0.1], [-0.1, -0.3, 0.0], [0.0, 0.0, 0.0], [0.0, 0.0, 0.0], [0.0, 0.0, 0.0], [0.0, 0.0, 0.0], [0.0, 0.0, 0.0], [0.0, 0.0, 0.0], [0.0, 0.0, 0.0], [0.0, 0.0, -0.1], [0.0, 0.0, 0.0], [0.0, 0.0, 0.0], [0.0, 0.0, 0.0], [0.0, 0.0, 0.0], [0.0, 0.0, 0.0], [0.0, 0.0, -0.1], [0.0, -0.1, 0.1], [-0.1, 0.2, 0.0], [0.1, 0.0, 0.0], [0.0, 0.0, 0.0], [0.0, 0.0, 0.0], [0.0, 0.0, 0.0], [0.0, 0.0, 0.0], [0.0, 0.0, 0.0], [0.0, 0.0, 0.0], [0.0, -0.1, 0.0], [0.0, 0.0, 0.0], [0.0, 0.0, 0.0], [0.0, 0.0, 0.0], [0.0, 0.0, 0.0], [0.0, 0.0, 0.0], [0.0, -0.1, -0.1], [0.1, 0.1, 0.1], [-0.1, -0.1, -0.1], [0.0, 0.1, 0.0], [0.0, 0.0, 0.0], [0.0, 0.0, 0.0], [0.0, 0.0, 0.0], [0.0, 0.0, 0.0], [0.0, 0.0, 0.0], [0.0, 0.0, 0.0], [0.0, 0.0, 0.0], [0.0, 0.0, 0.0], [0.0, 0.0, 0.0], [0.0, 0.0, 0.0], [0.0, 0.0, 0.0]],
  "lowdin_charge": [0.0017, -0.1822, -0.1639, -0.2139, -0.1196, -0.2658, -0.1106, -0.1903, -0.2146, -0.1981, -0.1998, -0.2407, -0.1042, -0.1781, -0.1364, -0.1935, -0.1286, -0.1905, -0.0700, 0.0537, 0.0573, 0.0948, 0.0959, 0.1135, 0.1216, 0.1003, 0.1531, 0.0901, 0.1172, 0.0843, 0.1195, 0.1096, 0.1118, 0.1037, 0.1066, 0.0725, 0.1043, 0.0980, 0.0955, 0.0697, 0.0680, 0.0464, 0.1330, 0.1077, 0.1233, 0.1206, 0.0779, 0.1229, 0.1060, 0.1163, -0.1097, -0.1843, -0.2008, -0.1979, -0.2008, -0.1064, 0.0892, 0.0835, 0.0889, 0.1180, 0.1180, 0.1108, 0.1320, 0.0888, 0.0853, 0.0893, -0.1099, -0.1858, -0.2083, -0.2017, -0.1815, -0.1110, 0.0889, 0.0844, 0.0878, 0.1258, 0.1075, 0.1203, 0.1298, 0.0843, 0.0887, 0.0882, -0.1101, -0.2083, -0.2116, -0.2063, -0.1891, -0.1112, 0.0912, 0.0850, 0.0867, 0.1288, 0.1235, 0.1257, 0.1273, 0.0883, 0.0834, 0.0889]
}